Entry from the OMol25 dataset: 2 unconnected molecules or ions with the total composition C5H14NO2 (wB97M-V/def2-TZVPD).

XYZ file:
```
22
Properties=species:S:1:pos:R:3:forces:R:3
C -1.246 -2.018 0.183 0.47 -0.75 0.55
C -0.431 -0.739 -0.127 -0.13 -0.99 -0.10
C 0.224 -0.224 1.152 -0.12 0.85 0.68
C -0.759 0.483 2.100 -1.37 0.30 -0.30
N 0.468 -0.997 -1.227 -0.54 -0.05 -0.35
C 0.935 0.216 -2.008 -0.06 -1.74 0.08
O 1.923 0.904 -1.460 -0.37 0.81 0.13
H -1.383 -2.221 1.259 -0.11 0.42 -0.13
H -2.224 -2.079 -0.284 -0.11 0.17 -0.23
H -0.673 -2.886 -0.162 -0.05 0.12 -0.15
H -1.137 -0.034 -0.554 -0.09 0.64 0.35
H 0.698 -1.042 1.702 0.16 -0.10 -0.27
H 0.973 0.503 0.864 0.43 -0.13 -0.14
H -0.787 0.224 3.159 0.51 -0.26 0.01
H -1.785 0.296 1.763 -0.09 -0.28 0.01
H -0.739 1.575 2.056 0.52 0.03 -0.08
H 1.251 -1.584 -0.970 0.20 0.16 0.17
H 1.191 -0.298 -2.967 0.15 0.43 -0.20
H -0.052 0.710 -2.188 0.23 0.41 -0.04
H 1.259 2.422 -1.212 0.67 -0.10 -0.30
H 1.197 3.390 -0.060 -0.02 0.19 -0.17
O 1.098 3.399 -1.020 -0.30 -0.13 0.46
```
Forces are in eV/Å.

Calculated values
Energy above the lowest of the compared OMol25 structures with the same formula, charge and spin: 33.2 kJ/mol
Energy: -404.14192 hartree
Total charge: -1
Lowest unoccupied orbital energy: 3.763 eV